Record 1
# C31H46BrCoN3OP2

C31H46BrCoN3OP2 as an isolated structure at a distorted geometry (ωB97M-V with the def2-TZVPD basis set, the Open Molecules 2025 dataset).

The geometry in XYZ format:
```
85
Properties=species:S:1:pos:R:3:forces:R:3:lowdin_spin:R:1
N 1.91483 5.49917 -5.38026 -0.24 -0.33 -0.51 0.0111
C 2.55388 4.33026 -5.35568 0.22 0.42 0.81 -0.0019
C 2.49878 3.46953 -4.25271 -0.57 0.14 -0.03 0.0115
C 1.59255 3.73363 -3.20766 0.04 1.50 0.01 -0.0006
C 0.97623 5.02202 -3.21288 0.43 -0.27 -0.86 0.0108
C 1.14498 5.83931 -4.34783 0.45 -0.40 0.86 -0.0021
C 1.09694 2.58806 -2.41384 -1.65 0.27 -0.38 0.0559
Co 0.39601 1.66200 -0.76114 1.50 -2.13 1.07 1.8183
P -3.40872 -1.03605 1.20550 0.42 0.94 -1.63 0.5960
C -0.35129 2.51449 -2.16035 1.35 1.71 -2.87 -0.0230
C -1.09684 1.41643 -2.81561 -0.07 0.02 0.24 -0.0013
C -2.49801 1.40512 -2.69514 -0.30 -0.44 -0.28 0.0011
C -3.24848 0.44640 -3.37689 0.93 -0.16 -0.10 0.0051
C -2.58143 -0.55197 -4.11914 0.17 0.93 0.90 -0.0004
C -1.19665 -0.54396 -4.23976 0.12 0.21 -0.08 0.0011
C -0.45531 0.48325 -3.66204 -0.48 -0.34 0.23 -0.0009
Br -3.54932 -1.90694 -4.90977 -0.52 -0.59 -0.37 -0.0009
H 1.66288 1.66631 -2.61659 -0.44 0.30 -0.43 0.0066
H -0.87124 3.46675 -1.99080 0.14 -0.40 -0.52 0.0015
H 3.10615 2.57498 -4.25355 -0.18 -0.24 -0.05 0.0005
H 0.36545 5.41155 -2.40088 -0.06 -0.37 -0.10 0.0008
H 3.16983 4.08095 -6.22368 -0.15 0.12 0.29 -0.0003
H 0.66025 6.81949 -4.42221 0.16 -0.39 0.16 -0.0003
H -3.00945 2.19322 -2.12271 0.29 -0.36 -0.24 0.0000
H 0.60902 0.52466 -3.90676 -0.40 0.12 0.29 0.0000
H -4.32230 0.44828 -3.34110 -0.29 0.03 0.00 0.0002
H -0.69538 -1.31728 -4.81821 -0.14 0.20 0.06 0.0000
P 0.17674 2.62812 1.10274 -0.04 1.01 1.41 0.0240
C -3.52924 -1.60113 -0.50911 -0.32 -0.85 0.03 0.0842
C -4.91173 -2.22078 -0.77869 -0.29 -0.08 -0.24 0.0148
H -2.72617 -2.32636 -0.72636 -0.25 0.27 0.20 -0.0002
H -3.37726 -0.70897 -1.13835 0.13 -0.18 0.21 0.0173
H -4.91476 -2.69441 -1.76838 -0.04 0.14 0.26 0.0000
H -5.17624 -2.98193 -0.02820 0.13 0.22 -0.32 0.0034
H -5.69601 -1.45082 -0.77374 0.17 -0.22 0.00 0.0002
C -4.11981 0.64383 1.21380 -0.32 0.17 0.83 0.0949
C -5.53077 0.65595 1.82195 -0.38 0.00 0.16 0.0173
H -4.12884 1.03152 0.18422 0.11 -0.32 0.15 0.0135
H -3.46333 1.28264 1.81875 -0.22 -0.28 -0.17 0.0028
H -6.00277 1.63575 1.67586 0.16 -0.27 -0.01 -0.0001
H -6.17541 -0.10639 1.36414 0.10 0.26 0.13 0.0018
H -5.48989 0.46808 2.90452 -0.03 0.00 -0.35 0.0015
C -1.68718 -1.12590 1.71095 0.13 0.06 0.60 0.0917
C -1.53750 -2.31880 2.67569 0.11 -0.28 0.26 0.0275
H -1.43906 -0.17122 2.19883 -0.03 -0.33 -0.09 0.0034
H -1.06131 -1.24812 0.81606 -0.17 0.09 0.12 0.0121
H -0.61805 -2.23175 3.26167 -0.15 -0.02 -0.12 0.0011
H -2.38637 -2.36781 3.37491 0.38 0.02 -0.11 0.0077
H -1.50406 -3.27310 2.13409 -0.03 0.27 0.09 0.0005
C 0.62578 1.70994 2.63965 0.04 -0.30 -0.03 0.0098
C 1.44308 2.39663 3.73294 0.03 0.01 0.28 0.0021
H 1.14188 0.80652 2.29553 -0.04 0.03 0.22 0.0018
H -0.32592 1.38173 3.06881 0.08 -0.05 0.05 0.0006
H 2.46778 2.62925 3.43344 -0.15 0.01 -0.10 0.0000
H 0.98034 3.31543 4.10394 0.01 -0.12 -0.11 0.0000
H 1.51177 1.72290 4.59158 0.03 0.06 -0.09 0.0002
C -1.62799 2.85666 1.25309 -0.39 0.07 0.46 0.0200
C -2.22014 4.21048 0.88303 -0.18 0.25 -0.04 0.0010
H -1.87177 2.63054 2.29855 -0.18 0.05 -0.10 0.0028
H -2.07703 2.07228 0.62776 0.12 0.21 0.13 0.0060
H -1.78845 5.01616 1.48715 -0.11 -0.16 -0.14 0.0000
H -2.08329 4.46159 -0.17535 0.07 -0.05 0.18 0.0001
H -3.30012 4.20776 1.07648 0.20 0.02 -0.07 0.0002
C 0.94331 4.26057 1.30293 -0.27 0.06 0.02 -0.0023
C 2.37189 4.28081 0.78469 0.41 0.26 -0.09 -0.0006
H 0.90772 4.50292 2.36796 0.02 0.23 -0.15 0.0003
H 0.31387 4.98932 0.77932 0.21 -0.10 0.00 -0.0001
H 2.74927 5.30490 0.80747 0.07 -0.09 -0.01 -0.0001
H 3.04450 3.68263 1.40279 -0.05 -0.01 0.06 0.0001
H 2.46891 3.91961 -0.24393 -0.19 0.06 0.07 -0.0010
N 2.80495 -4.25582 -1.80832 -0.32 0.41 -0.03 -0.0001
C 1.95021 -3.19504 -1.82909 -0.33 -1.06 -0.57 -0.0002
O 0.94303 -3.16456 -2.53962 1.03 0.27 0.91 -0.0003
C 2.32079 -2.05235 -0.92528 -0.89 0.60 -0.08 0.0003
C 3.43134 -2.01657 -0.07584 -0.32 0.15 -0.08 0.0078
C 3.75515 -0.80907 0.53007 -0.31 0.64 -0.01 -0.0006
C 2.93931 0.31470 0.31756 -0.19 -0.94 -0.15 0.0067
N 1.76197 0.21962 -0.34275 0.77 -0.78 -0.53 0.0221
C 1.45972 -0.93676 -0.99004 1.46 0.08 0.69 0.0133
H 2.62388 -5.02113 -2.43911 -0.03 0.03 0.02 0.0000
H 3.65560 -4.28346 -1.26721 -0.24 0.03 -0.21 0.0000
H 4.03816 -2.90767 0.12017 -0.17 0.48 -0.17 0.0004
H 4.63220 -0.71596 1.16324 -0.08 0.01 -0.18 -0.0001
H 3.23609 1.30583 0.65795 -0.23 -0.24 0.15 0.0000
H 0.56754 -0.93164 -1.61769 0.22 -0.28 0.18 0.0012
```
Positions in Å, forces in eV/Å.

Net charge   +2
Multiplicity   4
⟨S²⟩   3.783
Orbital gap (spin up / spin down)   0.2405 / 0.1583 Eh

Record 2
# C8H12

C8H12 as an isolated structure at a distorted geometry (ωB97M-V with the def2-TZVPD basis set, the Open Molecules 2025 dataset).

The geometry in XYZ format:
```
20
Properties=species:S:1:pos:R:3:forces:R:3:lowdin_charge:R:1
C 0.61823 1.96164 -0.24302 -3.92 -1.45 -1.33 -0.0411
C 0.62356 0.46986 -0.86054 1.51 3.58 3.02 -0.4016
C 1.39014 0.36445 -1.91769 1.08 -2.98 -3.50 -0.0094
C 0.32046 -0.41132 0.30981 4.32 -1.64 -1.86 -0.3318
C 1.46665 -1.09316 0.62531 -1.55 -1.65 1.99 0.0841
C -0.98954 -0.64374 0.83053 -0.32 0.95 -4.36 -0.4954
C -1.96232 -0.45161 -0.28357 -3.04 0.33 -2.42 -0.0904
C -1.18670 -1.04300 2.02099 1.19 -1.94 3.93 0.0439
H -0.53140 2.04537 -0.25336 1.33 0.40 1.01 0.0678
H 0.83010 2.83657 -0.85048 0.95 -0.32 -0.26 0.0640
H 1.00794 1.95555 0.76245 0.09 0.23 0.15 0.0710
H 1.68058 -0.62853 -2.67163 -1.06 2.79 2.70 0.1449
H 1.79670 1.31184 -2.24113 0.10 -0.20 -0.63 0.0455
H 1.39648 -2.03333 1.31261 0.20 1.96 -0.95 0.0980
H 2.47462 -0.79878 0.32814 -0.58 -0.18 -0.34 0.0693
H -1.24266 -0.65567 -1.67587 -2.52 0.57 4.34 0.2157
H -2.36528 0.95772 -0.24413 0.87 -4.70 -0.41 0.1710
H -2.99529 -1.42030 -0.11102 3.07 3.61 -0.87 0.1637
H -0.31881 -1.27479 2.64451 0.11 0.65 -0.16 0.0758
H -2.01347 -1.44874 2.51811 -1.83 -0.02 -0.06 0.0551
```
Positions in Å, forces in eV/Å.

Orbital gap   0.3447 Eh

Record 3
# C13H16N2O3

C13H16N2O3 in the gas phase at a distorted geometry (ωB97M-V with the def2-TZVPD basis set, the Open Molecules 2025 dataset).

The geometry in XYZ format:
```
34
Properties=species:S:1:pos:R:3:forces:R:3:lowdin_charge:R:1
C -0.14488 -2.60112 0.17370 0.06 -0.01 0.00 -0.0233
C -1.24569 -1.59530 0.05582 -0.10 0.13 -0.17 -0.2012
C -2.33984 -1.67870 0.91395 0.07 0.14 -0.13 -0.0181
C -3.40752 -0.81134 0.81473 -0.19 0.24 -0.10 0.0126
C -3.38831 0.16250 -0.17642 1.02 -0.88 0.10 -0.1484
C -2.30759 0.28130 -1.03696 -0.21 0.09 0.11 0.0796
C -1.22620 -0.58191 -0.91595 -0.37 -0.10 0.52 -0.1980
N -0.15397 -0.45012 -1.81594 -0.27 -0.04 -0.66 0.1286
C 1.15458 -0.13756 -1.56190 -0.20 -0.04 0.30 -0.4623
O 1.95934 -0.13721 -2.46563 0.29 0.09 -0.15 0.0799
C 1.48523 0.28474 -0.14847 0.25 0.01 -0.15 -0.2363
H 0.71973 -0.05639 0.54873 0.04 0.03 -0.01 0.1282
C 2.88274 -0.17759 0.29767 0.05 -0.15 -0.06 -0.1310
H 3.46743 -0.44618 -0.58199 -0.03 -0.06 0.04 0.1108
H 2.81351 -1.05588 0.93903 0.01 -0.05 -0.02 0.1059
C 3.52331 1.01470 1.03145 -0.01 0.02 0.14 -0.1774
C 2.41264 2.05918 1.15899 0.05 0.05 -0.08 -0.1902
H 2.80046 3.07520 1.20821 -0.03 0.06 0.08 0.1078
C 1.56074 1.81959 -0.08157 -0.13 0.03 0.17 -0.1384
H 0.57487 2.28022 -0.02213 -0.04 0.05 -0.07 0.1169
H 2.07538 2.19592 -0.96684 0.00 0.00 -0.06 0.1277
H 1.81747 1.87434 2.05535 -0.03 0.03 0.05 0.1124
H 3.92292 0.72728 2.00294 0.09 0.03 -0.01 0.1035
H 4.34274 1.42070 0.43901 0.05 0.00 0.01 0.1092
H -0.38719 -0.48533 -2.80079 0.16 -0.06 0.09 0.1630
H -2.31500 1.04916 -1.79615 0.04 0.04 0.00 0.1310
N -4.50348 1.06402 -0.31470 -0.41 0.34 -0.05 -0.3642
O -4.45237 1.89009 -1.20084 -0.04 0.22 -0.20 0.0829
O -5.42474 0.94096 0.46359 -0.24 0.01 0.16 0.0841
H -4.25686 -0.87943 1.47604 -0.03 -0.01 0.02 0.1202
H -2.35224 -2.45449 1.66463 -0.02 -0.08 0.08 0.1208
H 0.54822 -2.53355 -0.65994 0.04 -0.09 0.00 0.0833
H -0.56699 -3.60413 0.20369 0.03 -0.07 0.00 0.0902
H 0.41152 -2.45367 1.09868 0.09 0.00 0.05 0.0903
```
Positions in Å, forces in eV/Å.

Structure (SMILES)   Cc1ccc([N+](=O)[O-])cc1NC(=O)C1CCCC1
Orbital gap   0.3274 Eh